Density functional theory data (ωB97M-V/def2-TZVPD) for 3 unconnected molecules or ions with the total composition C3H12NO3S in a non-equilibrium geometry.

Calculated values
Charge: +1
E_HOMO, eV: -12.81
Orbital gap, eV: 9.31
Relative energy (zero: lowest compared OMol25 entry of this formula, charge and spin), kcal per mole: 0.2

Structure (XYZ):
```
20
C3H12NO3S ωB97M-V/def2-TZVPD
O 2.587 -0.569 -0.456
C 1.416 -0.736 -0.673
C 0.521 0.428 -1.113
C -0.943 0.187 -0.775
S -1.759 -1.108 -1.684
N 1.083 1.619 -0.410
H 0.903 -1.699 -0.505
H 0.635 0.583 -2.178
H -1.496 1.126 -0.712
H -0.895 -0.094 0.266
H -2.888 -1.112 -0.966
H 0.651 2.522 -0.634
H 2.080 1.675 -0.592
H 0.961 1.557 0.625
H -0.563 2.360 2.592
H -0.310 0.759 2.326
O -0.322 1.671 1.972
H -0.821 -1.181 3.423
H 0.759 -1.063 3.238
O -0.102 -0.924 2.836
```

Density functional theory data (ωB97M-V/def2-TZVPD) for 3 unconnected molecules or ions with the total composition C3H12NO3S in a non-equilibrium geometry.

Calculated values
Charge: +1
E_HOMO, eV: -12.98
Orbital gap, eV: 9.44
Relative energy (zero: lowest compared OMol25 entry of this formula, charge and spin), kcal per mole: 24.1

Structure (XYZ):
```
20
C3H12NO3S ωB97M-V/def2-TZVPD
O 2.244 -0.757 -0.822
C 1.406 -0.784 -1.678
C 0.161 0.114 -1.459
C -0.896 -0.652 -0.669
S -2.146 -1.549 -1.699
N 0.569 1.219 -0.425
H 1.335 -1.382 -2.577
H -0.199 0.666 -2.328
H -1.430 -0.007 0.114
H -0.508 -1.172 0.234
H -1.101 -2.308 -2.224
H 1.474 1.601 -0.694
H 0.711 0.775 0.481
H -0.134 1.915 -0.414
H -0.737 2.643 2.145
H -0.119 1.487 2.886
O -0.238 1.838 1.975
H -0.634 -1.793 2.241
H 0.582 -0.981 2.631
O -0.340 -0.872 2.285
```

Density functional theory data (ωB97M-V/def2-TZVPD) for 3 unconnected molecules or ions with the total composition C3H12NO4 in a non-equilibrium geometry.

Calculated values
Charge: -1
E_HOMO, eV: -4.66
Orbital gap, eV: 8.17
Relative energy (zero: lowest compared OMol25 entry of this formula, charge and spin), kcal per mole: 50.3

Structure (XYZ):
```
20
C3H12NO4 ωB97M-V/def2-TZVPD
N -1.860 1.259 -1.421
C -0.711 0.916 -0.498
C 0.681 0.723 -1.262
O 0.911 1.789 -2.142
C -0.935 -0.378 0.400
O 0.339 -0.737 0.885
H -1.520 1.695 -2.284
H -2.502 0.505 -1.809
H -0.650 1.828 0.115
H 1.448 0.550 -0.459
H 0.747 -0.181 -1.893
H 1.244 2.391 -1.530
H -1.626 -0.019 1.279
H -1.333 -1.331 -0.120
H 1.883 -2.982 0.422
H 0.666 -2.228 0.491
O 1.071 -3.245 0.287
H -0.323 0.725 3.155
H 0.304 -0.508 2.355
O 0.238 0.090 3.267
```

Density functional theory data (ωB97M-V/def2-TZVPD) for 3 unconnected molecules or ions with the total composition C3H12NO4 in a non-equilibrium geometry.

Calculated values
Charge: +1
E_HOMO, eV: -14.85
Orbital gap, eV: 11.69
Relative energy (zero: lowest compared OMol25 entry of this formula, charge and spin), kcal per mole: 27.7

Structure (XYZ):
```
20
C3H12NO4 ωB97M-V/def2-TZVPD
O 0.940 0.209 -2.143
C 1.244 0.073 -0.981
O 2.173 0.725 -0.344
C 0.398 -0.960 -0.157
C 0.963 -1.022 1.262
N -1.003 -0.471 -0.256
H 2.935 1.096 -0.810
H 0.419 -2.016 -0.441
H 0.433 -1.558 2.032
H 1.971 -1.409 1.072
H 1.191 -0.066 1.700
H -1.236 -0.084 -1.289
H -1.256 0.234 0.463
H -1.704 -1.217 -0.255
H -1.741 2.021 -2.229
H -0.999 0.874 -2.930
O -1.756 1.065 -2.354
H -0.689 0.398 3.172
H -1.268 1.518 2.200
O -1.015 0.591 2.288
```

Density functional theory data (ωB97M-V/def2-TZVPD) for 3 unconnected molecules or ions with the total composition C3H12NO4 in a non-equilibrium geometry.

Calculated values
Charge: +1
E_HOMO, eV: -14.89
Orbital gap, eV: 11.80
Relative energy (zero: lowest compared OMol25 entry of this formula, charge and spin), kcal per mole: 36.7

Structure (XYZ):
```
20
C3H12NO4 ωB97M-V/def2-TZVPD
O -0.025 -2.514 -0.570
C -0.291 -1.738 -1.657
C -0.979 -0.509 -1.035
N -0.467 -0.049 0.280
C -1.506 0.546 1.103
O 0.002 -2.063 -2.756
H 0.579 -3.265 -0.690
H -1.992 -0.965 -1.018
H -1.103 0.344 -1.724
H -0.056 -0.871 0.742
H 0.267 0.631 0.022
H -2.013 1.390 0.633
H -1.123 0.846 2.084
H -2.447 0.027 1.273
H 2.980 1.238 -0.271
H 2.862 -0.049 -1.051
O 2.471 0.414 -0.294
H 1.273 2.843 1.491
H 0.896 1.635 2.128
O 0.673 2.111 1.308
```

Density functional theory data (ωB97M-V/def2-TZVPD) for 4 unconnected molecules or ions with the total composition C3H12O3 in a non-equilibrium geometry.

Calculated values
E_HOMO, eV: -9.02
Structure (SMILES): C=CC.O.O.O
Orbital gap, eV: 9.40
Relative energy (zero: lowest compared OMol25 entry of this formula, charge and spin), kcal per mole: 45.0

Structure (XYZ):
```
18
C3H12O3 ωB97M-V/def2-TZVPD
C 2.228 -1.598 -1.417
C 1.273 -1.630 -0.474
C -0.107 -2.242 -0.552
H 3.271 -1.335 -1.339
H 1.785 -1.272 -2.370
H 1.402 -1.217 0.533
H -0.710 -2.026 -1.453
H -0.622 -1.962 0.360
H 0.117 -3.289 -0.743
O -1.578 2.017 0.843
H -2.220 2.049 0.100
H -1.475 2.969 0.903
O -3.195 2.412 -1.871
H -2.789 3.277 -1.730
H -2.978 2.115 -2.756
O 1.768 0.616 4.388
H 2.592 0.804 3.921
H 1.239 0.310 3.656
```

Density functional theory data (ωB97M-V/def2-TZVPD) for 3 unconnected molecules or ions with the total composition C3H12O4 in a non-equilibrium geometry.

Calculated values
Charge: -1
E_HOMO (spin up / spin down), eV: 0.81 / -6.56
Orbital gap (spin up / spin down), eV: 2.04 / 9.28
Spin multiplicity: 2
Relative energy (zero: lowest compared OMol25 entry of this formula, charge and spin), kcal per mole: 35.2

Structure (XYZ):
```
19
C3H12O4 ωB97M-V/def2-TZVPD
C -0.910 -0.892 1.126
O -1.097 -2.175 1.750
C -0.091 -1.048 -0.157
C 0.515 0.295 -0.567
O 1.022 0.151 -1.935
H -1.880 -0.431 0.936
H -0.283 -0.291 1.782
H -1.203 -2.033 2.697
H 0.778 -1.658 0.133
H -0.661 -1.551 -0.924
H -0.177 1.129 -0.549
H 1.386 0.458 0.047
H 1.922 -0.173 -1.788
H -4.016 2.936 -0.525
H -3.354 1.912 -1.406
O -3.179 2.767 -0.974
H 3.344 0.167 1.498
H 4.161 -0.189 0.263
O 3.562 0.507 0.603
```

Density functional theory data (ωB97M-V/def2-TZVPD) for 4 unconnected molecules or ions with the total composition C3H12O4 in a non-equilibrium geometry.

Calculated values
E_HOMO, eV: -8.67
Structure (SMILES): C/C=C/O.O.O.O
Orbital gap, eV: 9.38
Relative energy (zero: lowest compared OMol25 entry of this formula, charge and spin), kcal per mole: 20.3

Structure (XYZ):
```
19
C3H12O4 ωB97M-V/def2-TZVPD
C -2.217 2.012 -0.314
C -0.923 1.270 -0.299
C -0.639 0.250 -1.160
O 0.644 -0.273 -1.386
H -2.131 3.056 -0.661
H -2.851 1.379 -0.979
H -2.800 2.029 0.661
H -0.177 1.584 0.400
H -1.505 -0.024 -1.752
H 0.492 -1.248 -1.398
O 0.711 -2.791 -0.650
H 0.778 -2.454 0.253
H 1.206 -3.584 -0.805
O 2.144 0.863 1.210
H 2.081 0.474 0.312
H 2.745 1.604 1.063
O 0.963 -1.760 1.746
H 1.232 -0.862 1.458
H 0.248 -1.524 2.303
```

Electronic energy values, unit hartree, following the record order: -799.91503 -799.87696 -477.17955 -476.98322 -476.96885 -347.13683 -422.39102 -422.42907.